C6H32BF4O10 | ωB97M-V/def2-TZVPD

Geometry as XYZ:
```
53
Properties=species:S:1:pos:R:3:mulliken_charge:R:1
B 0.086 0.099 -0.267 0.794
F 0.911 -0.707 0.569 -0.299
F -1.002 -0.717 -0.599 -0.692
F -0.364 1.217 0.479 -0.542
F 0.841 0.468 -1.384 -0.089
C 2.866 -2.143 -1.896 -0.300
O 2.645 -1.664 -3.229 -0.493
H 3.868 -2.581 -1.883 0.333
H 2.844 -1.265 -1.263 -0.045
H 2.097 -2.864 -1.623 0.280
H 2.214 -2.306 -3.795 0.291
C 1.412 -1.735 3.847 -0.705
O 1.662 -3.069 3.373 -0.519
H 0.466 -1.755 4.393 0.259
H 2.243 -1.486 4.507 0.416
H 1.241 -0.963 3.095 0.238
H 2.613 -3.184 3.361 0.294
C 2.358 2.783 -3.072 -0.449
O 3.046 1.570 -3.336 -0.541
H 1.468 2.951 -3.682 0.239
H 2.107 2.831 -2.006 0.160
H 3.041 3.617 -3.245 0.276
H 2.404 0.851 -3.377 0.261
C -3.117 2.181 1.885 -0.709
O -2.909 1.863 0.530 -0.682
H -4.106 2.614 2.039 0.316
H -3.043 1.319 2.556 0.284
H -2.387 2.923 2.229 0.258
H -1.968 1.645 0.402 0.516
C -4.862 -0.995 -0.536 -0.197
O -5.243 0.151 0.231 -0.546
H -5.292 -1.896 -0.098 0.234
H -5.296 -0.913 -1.541 0.228
H -3.778 -1.060 -0.620 -0.066
H -4.470 0.732 0.189 0.433
C 0.685 2.902 3.211 -0.652
O 0.172 1.597 3.129 -0.452
H 1.681 3.023 2.756 0.256
H 0.086 3.600 2.606 0.257
H 0.725 3.207 4.252 0.264
H -0.011 1.372 2.207 0.350
O -1.132 -2.604 1.429 -0.728
H -0.389 -2.627 2.042 0.288
H -0.880 -1.941 0.771 0.283
O 3.398 0.994 0.048 -0.724
H 2.585 0.588 0.383 0.289
H 3.332 0.914 -0.910 0.315
O -1.455 -3.081 -2.659 -0.687
H -1.168 -2.202 -2.978 0.441
H -1.489 -2.993 -1.700 0.317
O -0.498 -0.715 -3.562 -0.689
H -0.262 -0.272 -4.381 0.304
H 0.025 -0.273 -2.877 0.333
```

## Properties
HOMO energy = -0.261 Ha
LUMO energy = 2.686 eV
ΔE to the lowest compared entry with this formula, charge and spin = 0.0 kcal/mol
Kohn-Sham gap = 9.80 eV
Calculated total energy = -1424.7767 Ha
Max |F| = 1.7 eV Å⁻¹
2S+1 = 1
Charge = -1



C6H32N8O11 | ωB97M-V/def2-TZVPD

Geometry as XYZ:
```
57
Properties=species:S:1:pos:R:3:mulliken_charge:R:1
C 2.888 -1.139 1.300 0.228
C 1.888 -1.798 2.239 -0.154
O 1.874 -3.189 1.962 -0.572
O 4.223 -1.366 1.776 -0.597
H 2.551 -0.103 1.170 -0.027
H 2.763 -1.654 0.343 0.179
H 0.942 -1.315 2.009 -0.044
H 2.197 -1.627 3.275 0.319
H 2.733 -3.580 2.135 0.346
H 4.749 -0.865 1.139 0.307
C -3.902 2.643 2.364 0.566
O -3.630 3.840 2.507 -0.664
N -3.782 1.985 1.181 -0.446
N -4.482 1.943 3.384 -0.363
H -4.367 1.166 1.137 0.174
H -3.576 2.480 0.335 0.213
H -4.362 2.254 4.327 0.217
H -4.958 1.100 3.125 0.162
C -0.909 -0.287 -0.434 0.381
O -0.464 0.040 0.679 -0.464
N -0.129 -0.853 -1.408 0.137
N -2.146 0.077 -0.843 -0.269
H 0.832 -0.936 -1.121 -0.134
H -0.516 -1.109 -2.306 0.098
H -2.628 0.670 -0.192 0.240
H -2.351 0.103 -1.824 0.157
C 2.847 1.972 -0.778 0.526
O 3.424 1.301 -1.636 -0.786
N 1.540 2.337 -0.883 -0.314
N 3.451 2.382 0.370 -0.344
H 0.977 2.466 -0.063 0.224
H 1.126 2.038 -1.750 0.169
H 2.963 2.658 1.199 0.200
H 4.433 2.173 0.429 0.233
C -1.830 0.192 4.150 0.462
O -2.397 0.468 5.205 -0.694
N -0.939 1.047 3.545 -0.216
N -1.797 -1.050 3.581 -0.276
H -0.846 1.903 4.070 0.212
H -0.574 0.932 2.617 0.251
H -2.136 -1.851 4.081 0.197
H -1.483 -1.192 2.636 0.171
O 0.780 -1.970 -5.016 -0.634
H -0.049 -1.872 -4.501 0.368
H 1.109 -1.075 -5.138 0.289
O -1.648 -1.295 -3.902 -0.717
H -2.416 -1.775 -3.561 0.301
H -2.003 -0.711 -4.584 0.295
O 3.114 -1.200 -2.633 -0.575
H 3.144 -0.265 -2.321 0.408
H 3.556 -1.187 -3.488 0.213
O -1.799 1.561 -3.762 -0.596
H -2.407 1.876 -4.443 0.292
H -0.926 1.618 -4.170 0.313
O 1.798 -3.629 -2.256 -0.627
H 2.348 -2.822 -2.254 0.389
H 1.202 -3.508 -3.002 0.279
```

## Properties
HOMO energy = -0.347 Ha
SMILES string = NC(N)=O.NC(N)=O.NC(N)=O.NC(N)=O.OCCO.O.O.O.O.O
LUMO energy = -0.726 eV
ΔE to the lowest compared entry with this formula, charge and spin = 26.9 kcal/mol
Kohn-Sham gap = 8.72 eV
Calculated total energy = -1513.6385 Ha
Max |F| = 3.3 eV Å⁻¹
2S+1 = 1